1.
72
Properties=species:S:1:pos:R:3 method="wB97M-V/def2-TZVPD" gap_ha="0.1848 / 0.2085" e_tot_ha=-1783.385465 e_lumo_ev="-8.7874 / -8.1454" total_charge=+2 fmax_ev_per_a=4.7 spin_multiplicity=3 homo_ev="-13.82 / -13.82"
Mo -1.17714 0.70361 -0.02771
C -0.42303 0.50387 2.05998
C 0.81938 1.07318 1.56605
C -0.72794 2.78441 1.64411
C -1.40747 1.58701 2.06323
C 0.61940 2.46518 1.32449
C -0.56510 -0.78811 2.79119
H -0.12588 -1.61662 2.22123
H -1.62091 -1.01978 2.95901
H -0.05399 -0.74455 3.76493
C -2.66962 1.59973 2.86267
H -3.11460 0.60786 2.93985
H -3.40633 2.25704 2.38993
H -2.48398 1.97393 3.87889
C -1.27731 4.14070 1.88719
H -1.25476 4.36982 2.96357
H -2.32477 4.20389 1.56418
H -0.69962 4.92119 1.38578
C 1.71016 3.44809 1.09829
H 2.03956 3.84167 2.07475
H 1.39519 4.31321 0.49794
H 2.58281 2.98903 0.61561
C 2.15899 0.45910 1.74519
H 2.77667 1.06329 2.42937
H 2.70403 0.38974 0.79148
H 2.07377 -0.54020 2.18258
C 0.59807 -3.76808 1.37793
C 1.73579 -3.96009 2.06696
C 3.12178 -3.82051 1.51240
C 3.32906 -4.41545 0.08339
C 3.44422 -3.41349 -1.01933
C 2.64907 -2.34358 -1.16684
C 1.48457 -2.06631 -0.25797
C 0.54647 -3.27830 -0.03429
H 3.80293 -4.36572 2.18553
H 2.54005 -5.15156 -0.13368
H 3.46503 -2.77406 1.54523
H 0.81054 -4.06782 -0.75691
H -0.36851 -4.06751 1.80744
H 1.68659 -4.27784 3.11401
H -0.49826 -2.98882 -0.25401
H 1.84000 -1.71793 0.71269
H 2.84469 -1.60541 -1.95218
H 0.88459 -1.22900 -0.64722
H 4.27045 -4.98377 0.10913
H 4.23653 -3.61719 -1.74697
P -1.54253 -0.57489 -2.02435
P -1.06658 2.47264 -1.45545
C -1.70727 0.64853 -3.44627
C -2.05346 2.03984 -2.95697
H -2.47914 0.25560 -4.11779
H -0.75717 0.63806 -3.99515
H -1.84938 2.80205 -3.72160
H -3.11293 2.12022 -2.68073
C -1.41956 4.25218 -1.34936
H -0.73414 4.75267 -0.65452
H -2.44931 4.41302 -0.99839
H -1.30791 4.71583 -2.34236
C 0.67240 2.45353 -2.09799
H 0.68505 2.67914 -3.17254
H 1.15467 1.48202 -1.93080
H 1.26491 3.20717 -1.56436
C -3.12573 -1.47867 -2.23081
H -3.77303 -1.40349 -1.35486
H -2.91072 -2.54115 -2.39081
H -3.67313 -1.07615 -3.09081
C -0.42378 -1.73779 -2.91226
H -0.28475 -1.40987 -3.95210
H -0.87666 -2.73771 -2.91560
H 0.57001 -1.81106 -2.45847
N -3.86188 -0.90341 1.00333
C -2.90912 -0.33214 0.59192

***

2.
74
Properties=species:S:1:pos:R:3 method="wB97M-V/def2-TZVPD" gap_ha=0.3340 e_tot_ha=-1347.565512 relative_energy_kcal_mol=8.44 e_lumo_ev=-2.6577 total_charge=+1 fmax_ev_per_a=3.1 homo_ev=-11.75
C 1.79438 -3.28028 2.24852
C 1.55603 -1.88999 2.94574
C 0.01485 -1.55464 3.17323
O -0.81606 -2.05551 2.10586
C -1.65120 -1.02789 1.58138
C -0.79751 -0.16638 0.59547
C -1.68347 1.08581 0.17744
C -0.83514 1.97153 -0.78744
C -0.81216 1.78142 -2.23448
C 0.02092 2.67352 -3.01952
N 0.76578 3.71019 -2.57033
C 0.72439 3.87625 -1.22576
C -0.01094 3.06493 -0.26262
C -2.97919 0.51504 -0.52453
C -3.76016 -0.58481 0.27453
N -2.92170 -1.57244 1.02933
C -2.76797 -2.91255 0.31616
C -1.96565 -2.84898 -1.02995
C -0.51638 -3.47111 -0.84926
O -0.36599 -4.63381 -1.66838
C 0.96451 -4.70557 -2.22315
H 1.99444 -3.10587 1.15664
H 2.72418 -3.72417 2.68198
H 0.96853 -4.01372 2.41638
H 2.02142 -1.81550 3.96572
H 1.98460 -1.04929 2.34231
H -0.27095 -2.13692 4.09396
H -0.04235 -0.44027 3.33038
H -1.94136 -0.34034 2.42947
H 0.07143 0.26034 1.16848
H -0.39786 -0.70495 -0.29312
H -1.95326 1.70464 1.06571
H -1.38734 0.99121 -2.75327
H 0.05462 2.48342 -4.14044
H 1.32232 4.71931 -0.81027
H 0.04369 3.29329 0.82105
H -3.69458 1.37564 -0.66267
H -2.78449 0.14539 -1.56689
H -4.39129 -1.15269 -0.46282
H -4.50616 -0.10649 0.96772
H -3.48466 -1.82315 1.85924
H -2.42442 -3.71157 1.02164
H -3.82438 -3.20096 0.04852
H -2.48732 -3.47341 -1.80258
H -1.83499 -1.83037 -1.45927
H 0.25528 -2.69244 -1.10169
H -0.33142 -3.79910 0.21424
H 1.25670 -5.77486 -2.40788
H 0.94566 -4.21760 -3.23729
H 1.72672 -4.21984 -1.55829
C 0.46150 1.33643 7.18040
C 0.44404 2.80384 6.76815
C -0.77975 3.17803 5.92733
C -0.80764 2.46926 4.64714
N -0.82899 1.90281 3.64739
H 0.51050 0.67688 6.31042
H 1.33414 1.12930 7.80138
H -0.43163 1.08063 7.75530
H 1.36098 3.03561 6.22018
H 0.44845 3.42108 7.66961
H -0.76895 4.25342 5.73674
H -1.69514 2.96253 6.48490
C 3.92512 1.15675 -7.70430
C 3.75683 2.27856 -6.68625
C 2.52222 2.10478 -5.79863
C 1.27378 2.15928 -6.56098
N 0.29808 2.19411 -7.16694
H 3.08523 1.12008 -8.40115
H 4.83333 1.31083 -8.28919
H 4.00235 0.18615 -7.20807
H 3.71050 3.23677 -7.20985
H 4.64361 2.30793 -6.04761
H 2.50998 2.89605 -5.04457
H 2.58293 1.15331 -5.26259

***

3.
77
Properties=species:S:1:pos:R:3 method="wB97M-V/def2-TZVPD" gap_ha=0.3353 e_tot_ha=-1634.723855 relative_energy_kcal_mol=128.47 e_lumo_ev=0.4593 smiles="CCCC[C@H]1OC(=O)[C@@](CCO)(CCN(CC)C(C)=O)[C@H]1C.O=C1CCCO1.O=C1CCCO1" fmax_ev_per_a=8.7 homo_ev=-8.66
C -1.42645 3.98819 -0.77523
C -0.28496 3.17500 -1.63200
C 1.00809 4.13596 -2.06238
C 2.42117 3.45291 -1.59048
C 3.17540 2.54416 -2.72318
O 4.13071 1.75387 -1.87712
C 3.81533 0.31419 -1.74119
O 4.66423 -0.44698 -1.04865
C 2.42179 -0.10567 -2.56779
C 3.01420 -1.39877 -3.44846
C 1.84954 -2.30284 -4.15654
O 0.70929 -1.55407 -4.70263
C 1.11839 -0.45859 -1.64207
C 1.31088 -0.14401 -0.02875
N 1.91345 -1.28514 0.76004
C 0.87600 -2.13986 1.45299
C 0.81721 -1.94661 3.09398
C 3.02266 -0.84993 1.68727
C 3.09190 0.52457 2.57511
O 4.10689 -1.66821 1.76227
C 2.36800 1.30682 -3.46363
C 1.03081 1.62547 -4.35326
H -2.47215 3.52052 -1.09508
H -1.31298 3.72882 0.37674
H -1.47072 5.13558 -0.99894
H -0.82336 2.78269 -2.61640
H 0.04783 2.24624 -0.96724
H 0.88028 5.12311 -1.40314
H 0.97205 4.47638 -3.18134
H 2.22679 2.92315 -0.56568
H 3.15957 4.35965 -1.34858
H 3.86487 3.24688 -3.37203
H 3.79518 -1.05852 -4.27211
H 3.62462 -2.14015 -2.73901
H 1.41371 -3.02475 -3.31265
H 2.31427 -3.02383 -4.97167
H -0.06342 -1.53502 -4.06120
H 0.72861 -1.55861 -1.71786
H 0.21021 0.23318 -1.98700
H 0.20078 -0.00951 0.39106
H 1.82831 0.89533 0.12172
H -0.20996 -2.05981 1.00273
H 1.20246 -3.27557 1.28295
H 0.78060 -0.79834 3.41855
H -0.12390 -2.44320 3.59864
H 1.76263 -2.46522 3.59979
H 3.92925 1.21545 2.09729
H 2.07610 1.12869 2.49247
H 3.39277 0.24969 3.67212
H 3.15152 1.02225 -4.31880
H 1.01187 2.77983 -4.55043
H 1.20484 1.11794 -5.41958
H 0.03254 1.17517 -3.94326
O -1.97740 -3.22131 4.32650
C -1.63773 -3.45853 5.47390
C -1.52832 -4.82341 6.08324
C -1.46815 -4.50841 7.55652
C -0.82568 -3.14615 7.57669
O -1.25994 -2.50698 6.37725
H -0.60900 -5.29944 5.73100
H -2.39980 -5.43523 5.83908
H -0.91950 -5.25182 8.14088
H -2.48598 -4.44458 7.96020
H 0.26791 -3.20209 7.56647
H -1.14247 -2.55843 8.44321
O -3.64328 0.39856 -3.23939
C -4.43746 0.88523 -2.45160
C -5.80617 0.35109 -2.15579
C -6.45598 1.51674 -1.45406
C -5.28489 2.20358 -0.80159
O -4.18128 1.98075 -1.67804
H -5.71610 -0.51963 -1.50040
H -6.33517 0.09095 -3.07552
H -7.23271 1.22196 -0.74347
H -6.91145 2.18423 -2.19569
H -5.04510 1.77614 0.17768
H -5.45400 3.27829 -0.68747

***

4.
72
Properties=species:S:1:pos:R:3 method="wB97M-V/def2-TZVPD" gap_ha="0.2312 / 0.2572" e_tot_ha=-1793.302238 relative_energy_kcal_mol=109.85 e_lumo_ev="-6.1998 / -6.9142" total_charge=+2 fmax_ev_per_a=5.2 spin_multiplicity=4 homo_ev="-12.49 / -13.91"
Re 0.94983 2.04467 -0.25518
C -0.87362 2.46986 0.66355
C -0.85248 2.88033 -0.72341
C -0.72785 0.56120 -0.63084
C -0.75283 1.03987 0.70705
C -0.71893 1.68704 -1.52281
C -1.20587 3.32337 1.83421
H -1.06839 4.38457 1.60601
H -0.57416 3.03748 2.68030
H -2.25284 3.15401 2.12745
C -0.79076 0.19312 1.92653
H -0.39368 0.73091 2.79441
H -0.20959 -0.72634 1.78591
H -1.84236 -0.06676 2.11297
C -0.86109 -0.88664 -0.94679
H -1.81427 -1.23278 -0.50056
H -0.06814 -1.48052 -0.46537
H -0.83175 -1.08990 -2.02774
C -0.85235 1.64037 -3.01688
H -1.90137 1.66593 -3.34586
H -0.42932 0.72214 -3.42040
H -0.32810 2.45799 -3.52105
C -1.06903 4.28388 -1.20841
H -2.11969 4.52150 -1.42479
H -0.51230 4.46519 -2.12959
H -0.68559 4.98603 -0.46270
C 4.34997 3.46002 1.14191
C 3.35237 4.28705 1.50141
C 2.74206 5.34895 0.61364
C 2.21807 4.99051 -0.77559
C 1.88778 3.53208 -1.06098
C 2.94545 2.60280 -1.16670
C 4.36280 3.06350 -1.35756
C 5.08119 3.66006 -0.14625
H 3.44152 6.19652 0.50449
H 2.95652 5.26565 -1.52589
H 1.90344 5.76781 1.18392
H 5.28368 4.72759 -0.31170
H 4.84055 2.80048 1.87121
H 3.08942 4.37044 2.57037
H 6.09232 3.25378 -0.05181
H 4.96209 2.18885 -1.65373
H 2.87507 1.49265 -1.25796
H 4.39434 3.76567 -2.20382
H 1.31675 5.56563 -1.00803
H 1.09759 3.37424 -1.83713
P 3.20837 -0.11577 1.55622
P 2.44916 -0.69282 -1.81390
C 4.47591 -0.47348 0.28254
C 4.14637 -0.85248 -1.20463
H 5.02894 -1.35107 0.67213
H 5.17897 0.36927 0.27830
H 4.79329 -0.28092 -1.88614
H 4.38081 -1.90878 -1.41757
C 1.81254 -2.37524 -2.02270
H 0.96441 -2.35533 -2.72958
H 1.46516 -2.76448 -1.05531
H 2.60126 -3.03880 -2.41110
C 2.58992 -0.20307 -3.56345
H 3.60219 -0.32830 -3.94492
H 2.30919 0.83854 -3.69575
H 1.90107 -0.78188 -4.17792
C 3.91026 -0.42713 3.24242
H 3.20416 -0.01247 3.98904
H 4.93123 -0.01340 3.34621
H 3.93930 -1.51331 3.43309
C 2.17195 1.40522 1.92929
H 1.69510 2.39187 1.43680
H 2.80810 1.93538 2.65979
H 1.31198 1.05406 2.51381
N 1.47058 -2.47491 1.25995
C 2.19906 -1.55864 1.34931

***

5.
72
Properties=species:S:1:pos:R:3 method="wB97M-V/def2-TZVPD" gap_ha="0.1887 / 0.2418" e_tot_ha=-1793.251584 relative_energy_kcal_mol=141.64 e_lumo_ev="-7.4680 / -7.0915" total_charge=+2 fmax_ev_per_a=7.0 spin_multiplicity=4 homo_ev="-12.60 / -13.67"
Re -0.19843 -1.45270 -0.61203
C -0.44153 -2.83250 1.36409
C 0.88265 -2.80870 0.79197
C 0.69089 -0.99296 2.20942
C -0.56652 -1.61445 2.15074
C 1.54320 -1.59877 1.23627
C -1.53471 -3.77162 1.03096
H -1.27113 -4.36848 0.13733
H -2.45883 -3.20502 0.78707
H -1.78097 -4.47454 1.84447
C -1.75187 -1.19898 2.93327
H -2.67519 -1.48378 2.43346
H -1.77930 -0.11905 3.06028
H -1.69622 -1.62717 3.93314
C 1.09167 0.04070 3.20535
H 0.88949 -0.34345 4.21385
H 0.54393 0.97643 3.09646
H 2.13700 0.35839 3.17289
C 3.03343 -1.42435 1.26655
H 3.46594 -2.12246 2.02077
H 3.33930 -0.40407 1.55818
H 3.46802 -1.61888 0.27802
C 1.55674 -3.92225 0.10379
H 1.88471 -4.65317 0.84983
H 2.43008 -3.58164 -0.45454
H 0.85724 -4.40196 -0.58493
C -1.51601 -0.02054 -2.76653
C -1.52145 -1.34697 -2.14927
C -0.65383 -2.45949 -3.00877
C 0.86055 -2.39870 -2.88883
C 1.39823 -1.53140 -1.72179
C 0.85104 -0.09104 -1.50243
C 0.81745 0.71257 -2.93834
C -0.48217 0.49328 -3.73301
H -1.01828 -2.25253 -4.06793
H 1.28450 -2.18603 -3.89431
H -1.02679 -3.39935 -2.56647
H -0.26486 -0.10017 -4.61558
H -2.36320 0.66605 -2.66659
H -2.59292 -1.76280 -2.17995
H -0.88374 1.43169 -4.13720
H 0.95683 1.80945 -2.79202
H 1.54959 0.49665 -0.80798
H 1.65662 0.28973 -3.50228
H 1.18307 -3.41446 -2.62601
H 2.48391 -1.69850 -1.58391
P -2.27155 2.34406 0.32126
P 1.38320 2.50566 0.98805
C -1.07559 3.30967 -0.64625
C 0.43641 3.58020 -0.21309
H -1.54419 4.32030 -0.60829
H -1.10518 2.95561 -1.70628
H 1.05092 3.60216 -1.14381
H 0.45431 4.59081 0.25619
C 1.65133 3.46531 2.53353
H 2.50984 3.00973 3.07201
H 0.74815 3.36288 3.16340
H 1.84730 4.52701 2.29178
C 3.15403 2.48775 0.26602
H 3.24351 3.31417 -0.45555
H 3.35181 1.52611 -0.23739
H 3.91454 2.57728 1.05729
C -3.93388 2.92742 0.10049
H -4.52029 2.04092 0.37163
H -3.98746 3.20212 -0.95953
H -4.06293 3.73864 0.81891
C -2.56084 0.54845 -0.08318
H -1.40934 0.27922 -0.42472
H -3.45583 0.15818 -0.69885
H -2.81204 0.03887 0.87002
N -1.56320 2.54200 3.15616
C -1.82116 2.45345 2.03275

***

6.
81
Properties=species:S:1:pos:R:3 method="wB97M-V/def2-TZVPD" gap_ha="0.3012 / 0.1873" e_tot_ha=-4576.410505 relative_energy_kcal_mol=1.24 e_lumo_ev="-2.3250 / -5.4136" total_charge=+1 fmax_ev_per_a=2.9 spin_multiplicity=6 homo_ev="-10.52 / -10.51"
Fe -0.20100 2.40805 0.30401
C 2.76090 4.69725 -0.32789
C 1.85030 5.74475 0.28711
S 0.06660 5.27885 0.18791
C -0.53300 5.57245 1.89361
C 0.20310 4.84455 3.00111
S 0.13010 3.01135 2.82601
C 1.88990 2.48975 2.97501
C 2.90320 3.15395 2.06541
S 2.53030 2.97725 0.27101
H 2.58220 4.61735 -1.40049
H 3.80810 4.95805 -0.16319
H 2.09920 5.93645 1.32751
H 1.96820 6.67565 -0.26709
H -0.50240 6.64925 2.07471
H -1.57390 5.24905 1.84411
H 1.24940 5.13265 3.05941
H -0.26770 5.09155 3.95391
H 2.18570 2.63165 4.01561
H 1.83420 1.42005 2.76511
H 3.01600 4.21385 2.27831
H 3.86900 2.67195 2.22671
O -4.60250 1.20895 -3.00669
C -3.29530 1.28575 -3.20309
C -2.74720 0.66195 -4.33499
C -1.39730 0.72835 -4.59849
C -0.54090 1.40605 -3.73599
C -1.06140 2.00375 -2.60639
C -2.41970 1.94055 -2.31409
C -2.96260 2.50495 -1.01739
O -4.17660 2.54165 -0.84539
O -2.07960 2.89045 -0.18699
H -4.83300 1.70435 -2.18089
H -3.41930 0.13045 -4.99119
H -1.00150 0.26395 -5.48959
H 0.51360 1.47785 -3.95149
H -0.39130 2.56885 -1.94169
C -1.77300 -4.26395 -1.35899
C -1.50340 -2.87105 -1.91749
C -1.21220 -2.92235 -3.41579
C -2.66120 -1.92315 -1.62519
O -0.31380 -2.35955 -1.29999
Si 0.03580 -1.92365 0.19551
S -0.08680 0.26515 0.27631
O -1.04850 -2.40725 1.26301
C -1.05630 -2.68665 2.66271
C -0.32140 -1.58055 3.41531
C -0.36990 -4.03385 2.87061
C -2.52710 -2.75495 3.07181
O 1.55910 -2.19265 0.61091
C 2.74460 -2.50125 -0.12959
C 2.55820 -3.86285 -0.78949
C 3.87930 -2.54855 0.89321
C 2.98590 -1.41855 -1.17769
H -2.64190 -4.70175 -1.84099
H -1.95060 -4.19795 -0.29009
H -0.91350 -4.90995 -1.52309
H -2.10450 -3.22895 -3.95279
H -0.42290 -3.63745 -3.62389
H -0.90910 -1.94075 -3.77139
H -3.52860 -2.18395 -2.22429
H -2.36150 -0.90425 -1.86259
H -2.92250 -1.98305 -0.57289
H 0.70830 -1.53525 3.06621
H -0.32930 -1.77765 4.48371
H -0.80060 -0.62075 3.22741
H 0.66360 -3.96935 2.54171
H -0.87370 -4.79675 2.28371
H -0.40120 -4.31585 3.91921
H -3.00850 -1.79295 2.91691
H -2.61140 -3.02855 4.11971
H -3.04180 -3.50115 2.47241
H 2.30580 -4.60265 -0.03489
H 3.47060 -4.16675 -1.29269
H 1.74680 -3.81135 -1.50919
H 3.65120 -3.28375 1.66001
H 4.00680 -1.57805 1.36531
H 4.80730 -2.82855 0.40431
H 2.14370 -1.38785 -1.86499
H 3.89360 -1.62665 -1.73619
H 3.08070 -0.44565 -0.69919